(1)
An isolated molecule of C2H5NOS, computed with ωB97M-V with the def2-TZVPD basis set.

Output
- Structure (SMILES): OC/C=N\S
- Molecular weight: 91.135 g mol⁻¹
- Electronic energy: -607.2654 Eh
- LUMO energy: 0.015 hartree
- Maximum force: 6.9 eV/Å
- HOMO-LUMO gap: 9.260 eV
- ΔE to the lowest compared entry with this formula, charge and spin: 371.4 kJ/mol

Cartesian coordinates (Å):
C -1.5544 0.0744 0.5735
C -0.4434 -0.8505 0.6575
H -2.0314 -0.2027 -1.2599
H -2.5436 -0.1412 1.1880
H -1.0679 0.9105 1.3202
H -0.4139 -1.8573 1.0903
H 0.4649 1.3436 -0.1025
N 0.8852 -0.8891 0.4034
O -1.8493 0.4856 -0.7194
S 1.6361 0.4339 -0.4182

Cartesian forces, eV/Å:
-0.8 2.2 3.1
5.4 -4.3 0.5
-0.8 -3.6 -2.4
2.1 -0.4 -1.2
-1.4 -0.8 -2.3
-2.0 0.2 0.5
2.5 -1.1 -1.1
-3.0 1.9 -0.8
0.9 4.5 2.4
-3.0 1.5 1.3

***

(2)
The ion C6H5NO4P with charge -1, computed with ωB97M-V with the def2-TZVPD basis set.

Output
- Molecular weight: 186.083 g mol⁻¹
- Electronic energy: -928.6653 Eh
- LUMO energy (alpha / beta): 0.099 / 0.099 hartree
- Total charge: -1
- Maximum force: 5.4 eV/Å
- HOMO-LUMO gap (alpha / beta): 6.985 / 6.983 eV
- ΔE to the lowest compared entry with this formula, charge and spin: 70.4 kJ/mol

Cartesian coordinates (Å):
C 0.3690 -1.3626 -0.1705
C 1.2746 -0.9039 0.8360
C -0.3002 -0.4172 -0.9386
C 1.7827 0.3359 0.9166
C 0.1368 0.9853 -0.9324
C 1.2192 1.4154 0.0875
N -2.1688 0.8636 -0.6838
O -2.8091 -1.6226 -0.2958
O -1.0102 1.7009 -0.4966
O -1.6837 -0.3310 1.7025
O 1.5390 2.5279 0.2496
P -2.1709 -0.4143 0.2877
H 0.2056 -2.3573 -0.1952
H 1.5412 -1.5523 1.5521
H -0.9012 -0.8878 -1.7884
H 2.5280 0.7886 1.7638
H 0.4479 1.2313 -1.8944

Cartesian forces, eV/Å:
-0.5 4.8 -0.9
0.2 2.5 -1.1
2.0 -4.8 -1.6
1.2 1.4 1.9
-1.2 0.4 2.3
-0.6 -4.2 -0.6
-0.5 0.0 -0.6
-0.3 0.4 0.3
-0.4 1.0 0.4
-0.4 -0.1 -1.0
0.8 3.9 0.1
-0.3 -0.2 1.8
-0.9 -3.0 -0.4
1.1 -2.6 2.5
1.0 1.2 1.1
-1.9 -1.6 -2.0
0.6 0.9 -2.1

***

(3)
A structure of composition C31H48N10O6P2TaTe, computed with ωB97M-V with the def2-TZVPD basis set.

Output
- Molecular weight: 1027.285 g mol⁻¹
- Electronic energy: -3217.0468 Eh
- LUMO energy (alpha / beta): 0.075 / 0.075 hartree
- Total charge: -1
- Maximum force: 3.5 eV/Å
- HOMO-LUMO gap (alpha / beta): 6.968 / 6.967 eV
- ΔE to the lowest compared entry with this formula, charge and spin: 133.4 kJ/mol

Cartesian coordinates (Å):
Ta -0.8203 -0.2270 0.7510
N -4.0314 -0.4302 2.9902
C -3.4634 0.7986 2.5867
N -4.0580 1.9264 2.9990
N -3.1723 2.8845 2.7175
N -2.0880 2.4222 2.0678
N -2.2873 1.0131 1.9461
C -3.5221 -1.6221 2.5539
N -4.1083 -2.7944 2.7585
N -3.0897 -3.7217 2.3943
N -2.0596 -3.0551 1.9590
N -2.2733 -1.6934 1.9987
H -5.0590 -0.4041 3.0333
C 3.1462 1.6314 -0.9963
P 2.1374 0.3953 -1.7934
C 3.2120 -1.0126 -2.3730
C 1.5455 1.0917 -3.3554
O 1.0633 -0.1284 -0.8766
H 2.9430 2.5786 -1.5068
H 4.2575 1.4980 -1.0239
H 2.7116 1.7832 0.0136
H 4.1851 -0.6565 -2.7218
H 2.6150 -1.5026 -3.1561
H 3.2541 -1.6584 -1.5000
H 2.3807 1.4507 -3.9836
H 0.9440 2.0314 -3.2165
H 0.9745 0.3519 -3.9876
C -2.9428 5.4609 -5.0100
C -2.6267 4.4141 -3.9702
C -2.0760 4.8264 -2.7408
C -1.8493 3.8922 -1.7120
C -1.2676 4.4736 -0.4609
C -2.2530 2.5562 -1.9066
C -2.8772 2.1566 -3.1713
C -3.3379 0.7078 -3.4844
C -3.0169 3.0894 -4.2130
C -1.7041 1.4548 -1.0895
O -0.7095 1.6754 -0.2767
O -2.2443 0.2864 -1.0609
H -3.9270 5.9112 -4.7912
H -3.0823 4.9393 -5.9924
H -2.1750 6.2559 -5.0161
H -1.9356 5.8502 -2.5072
H -1.9613 5.0713 0.1291
H -0.4512 5.0447 -0.7611
H -1.0170 3.6603 0.2336
H -2.5192 0.0636 -3.7390
H -4.1358 0.8042 -4.2537
H -3.8103 0.1975 -2.5869
H -3.4557 2.8071 -5.1576
C -2.6786 -5.2548 -2.8080
C -2.5285 -4.4427 -1.5338
O -1.0929 -4.2383 -1.1520
P -0.1880 -2.9577 -1.3187
O -0.6745 -1.9004 -0.3439
Te -0.1076 -2.3049 -3.7348
O 1.2306 -3.5805 -0.9148
C 1.5984 -4.8237 -1.5441
C 3.0444 -4.7323 -2.0038
H -3.6248 -4.9991 -3.3000
H -2.9731 -6.2744 -2.4756
H -1.7847 -5.3338 -3.4820
H -2.9841 -4.9200 -0.6777
H -2.8771 -3.3766 -1.6532
H 0.8870 -5.0753 -2.3899
H 1.4777 -5.6631 -0.8394
H 3.3011 -3.7525 -2.4022
H 3.2509 -5.3394 -2.9114
H 3.7747 -5.0236 -1.2865
C 0.7798 3.5364 3.9228
C 1.1999 2.0973 4.3522
C 0.0971 1.3063 4.9792
C 2.0099 1.3888 3.3021
C 3.2754 1.9135 3.0799
C 4.1690 1.2768 2.1834
C 3.9650 -0.0643 1.8875
C 2.7616 -0.7128 2.2039
C 2.5848 -2.1864 2.4162
C 1.4596 -2.4425 3.4987
C 3.8546 -2.9375 2.8452
C 1.6567 0.1874 2.5234
N 0.4292 -0.1009 2.0807
H 1.1397 3.8438 2.9634
H 0.9265 4.2936 4.6694
H -0.3159 3.4382 3.8856
H 1.9772 2.2477 5.1911
H -0.6824 0.7891 4.3051
H -0.5047 1.9992 5.6207
H 0.5228 0.4769 5.6133
H 3.5290 2.8529 3.6385
H 5.0450 1.8120 1.8967
H 4.7428 -0.5944 1.3799
H 2.2649 -2.5107 1.4215
H 1.6585 -1.6558 4.2724
H 1.5100 -3.4347 3.9367
H 0.3975 -2.2457 3.1584
H 4.6545 -2.2807 2.4952
H 3.9574 -3.8975 2.3553
H 3.9221 -2.9522 3.9539

Cartesian forces, eV/Å:
-0.1 0.4 1.5
-0.8 1.2 -1.1
0.0 -0.3 0.1
1.5 -0.4 -0.2
1.9 -0.4 -1.7
-3.0 -1.2 1.3
-0.7 1.3 0.6
0.8 -0.6 -0.4
2.0 -0.2 -0.3
0.0 2.9 -0.4
-0.5 -0.6 0.0
-0.7 -1.2 0.0
0.9 0.1 0.2
0.3 1.2 0.3
0.1 -1.6 -0.7
-1.1 1.1 0.4
-0.7 1.0 -1.0
0.0 0.2 0.2
0.1 0.0 -0.1
-1.1 -0.2 0.3
0.7 -0.3 -0.3
-0.1 -0.2 0.1
0.4 0.0 0.2
0.4 -0.2 0.0
0.1 -0.4 0.4
0.2 -1.0 0.2
0.5 0.7 1.1
-0.3 -0.4 -0.5
-0.1 0.7 0.3
-1.0 -2.4 -0.5
-0.9 0.6 -0.6
-1.1 -2.1 1.2
0.4 -0.6 -2.3
0.4 -0.4 0.4
-1.7 0.9 1.5
0.6 0.2 2.0
-1.0 -0.9 1.6
-0.9 -0.9 -0.3
1.4 1.5 0.6
0.4 0.0 0.0
0.5 0.8 0.6
-0.4 -0.4 -0.3
0.3 0.9 -0.1
-0.3 0.3 -0.4
1.6 1.1 -0.1
0.4 0.6 -0.3
0.4 -0.3 -0.5
0.8 -0.4 0.1
0.5 0.9 -1.1
0.0 -0.1 -0.1
-0.4 -1.7 0.4
1.5 2.7 -0.4
-0.9 -1.1 0.0
-0.5 -0.1 -2.2
0.3 -0.5 0.6
-0.4 -0.5 1.3
-0.4 0.2 0.5
-0.3 -0.9 -0.9
-0.1 -0.1 -1.9
0.6 0.6 -0.4
0.8 0.1 -0.2
-1.0 0.5 0.6
0.0 0.1 0.2
-0.2 -1.2 0.1
0.9 0.6 0.8
0.0 0.6 0.1
-0.2 0.3 0.4
-0.5 -0.2 0.6
0.4 -0.1 0.9
-1.9 -1.4 0.4
1.6 1.0 0.6
-2.0 -1.3 0.7
0.2 -1.3 -1.5
0.6 0.0 -0.5
-0.8 0.6 1.5
-0.7 0.1 0.2
-0.1 2.2 0.9
-1.7 -0.8 -0.3
-0.5 1.5 -0.5
0.2 1.7 -0.1
2.3 1.0 1.5
-1.6 -0.4 -1.7
0.3 0.1 -0.5
0.6 0.3 0.5
0.2 0.5 -0.6
-1.0 -0.3 -1.0
1.4 1.0 0.5
0.5 -0.7 -0.2
-0.5 0.8 -0.5
0.0 -0.9 -0.8
0.7 0.0 -0.2
0.5 -0.4 -0.1
-0.2 -0.8 0.1
-0.2 -0.9 -0.2
0.1 -0.1 -0.1
1.4 -0.4 0.2
0.5 -0.5 0.2
-0.1 -0.3 0.3
0.0 -0.4 -0.7

***

(4)
A cluster of 10 separate species, C18H21Cl36FN2O3S in total, computed with ωB97M-V with the def2-TZVPD basis set.

Output
- Structure (SMILES): CCCCNN(CCCCOC)S(=O)(=O)F.ClC(Cl)(Cl)Cl.ClC(Cl)(Cl)Cl.ClC(Cl)(Cl)Cl.ClC(Cl)(Cl)Cl.ClC(Cl)(Cl)Cl.ClC(Cl)(Cl)Cl.ClC(Cl)(Cl)Cl.ClC(Cl)(Cl)Cl.ClC(Cl)(Cl)Cl
- Molecular weight: 1640.750 g mol⁻¹
- Electronic energy: -18098.4093 Eh
- LUMO energy: -0.006 hartree
- Maximum force: 6.8 eV/Å
- HOMO-LUMO gap: 9.380 eV

Cartesian coordinates (Å):
C 2.7434 -1.1694 2.5328
C 2.3523 0.1221 1.7453
C 0.8982 0.1063 1.1879
C -0.1509 0.5738 2.2647
N -1.3884 0.8330 1.5363
N -2.5595 1.0636 2.2612
C -3.6494 0.0917 2.0250
C -4.8382 0.8900 1.3422
C -6.2386 0.5050 1.8920
C -6.6607 -0.9738 1.5837
O -6.9884 -1.6718 2.7723
C -5.8814 -2.3683 3.3258
S -2.4219 1.5635 3.8556
O -3.8008 1.8671 4.3205
O -1.5931 2.7798 4.0448
F -1.9272 0.3490 4.8550
H 3.8473 -1.1934 2.5831
H 2.3810 -2.0433 1.9654
H 2.3015 -1.1412 3.5455
H 3.0645 0.2296 0.9007
H 2.5054 1.0188 2.3799
H 0.8778 0.8895 0.3882
H 0.6169 -0.8591 0.7431
H -0.2149 -0.2556 2.9891
H 0.2974 1.4883 2.7074
H -1.2725 1.4508 0.7440
H -4.0772 -0.3291 2.9539
H -3.3618 -0.7139 1.3296
H -4.6718 1.9504 1.6241
H -4.7728 0.8630 0.2387
H -6.3235 0.7323 2.9722
H -6.9611 1.1926 1.4031
H -7.5845 -0.9387 0.9733
H -5.8906 -1.4807 0.9662
H -5.6032 -1.8623 4.2732
H -5.0160 -2.4485 2.6416
H -6.1702 -3.4006 3.6097
C -5.0215 -2.7644 7.1330
Cl -4.9606 -4.2906 6.2320
Cl -4.5469 -3.0540 8.8153
Cl -3.9089 -1.5997 6.3971
Cl -6.6700 -2.1173 7.0866
C 0.0551 -0.6332 -3.7232
Cl -1.0040 -0.3199 -2.3445
Cl 0.0578 -2.3721 -4.0657
Cl -0.5648 0.2501 -5.1268
Cl 1.7120 -0.0922 -3.3664
C 2.2215 3.6252 -1.6185
Cl 2.9499 2.6534 -2.9118
Cl 0.8629 2.7548 -0.8823
Cl 3.4220 3.9242 -0.3515
Cl 1.6801 5.1690 -2.2969
C 7.5765 -1.0117 2.7946
Cl 6.1751 0.0075 2.4235
Cl 9.0636 -0.1432 2.3759
Cl 7.5837 -1.3963 4.5233
Cl 7.4688 -2.5127 1.8565
C -3.2964 -4.8091 -2.1435
Cl -2.6903 -5.4488 -0.6059
Cl -4.5821 -3.6300 -1.8255
Cl -1.9730 -4.0127 -3.0160
Cl -3.9431 -6.1372 -3.1228
C 5.9131 2.1109 -5.8827
Cl 6.7455 1.1660 -7.1280
Cl 4.4508 1.2475 -5.3685
Cl 6.9855 2.3307 -4.4901
Cl 5.4683 3.6938 -6.5417
C 1.7349 4.0437 -8.1365
Cl 0.0499 3.7722 -8.6130
Cl 2.1254 5.7646 -8.2943
Cl 1.9635 3.5418 -6.4539
Cl 2.8019 3.0968 -9.1869
C 12.4272 -2.1414 1.5139
Cl 10.7551 -2.6540 1.2385
Cl 12.5837 -0.4166 1.1347
Cl 12.8547 -2.4128 3.2115
Cl 13.5153 -3.0756 0.4730
C -3.9822 2.0360 -6.6380
Cl -5.1307 2.4983 -7.9048
Cl -4.0172 0.2777 -6.4220
Cl -2.3495 2.5441 -7.1082
Cl -4.4295 2.8269 -5.1166

Cartesian forces, eV/Å:
-0.1 0.9 -0.5
0.0 -0.5 -0.1
0.2 1.4 0.3
1.7 -0.5 -1.4
0.6 -1.0 0.2
0.9 -0.6 1.6
-2.2 0.4 -0.8
0.2 0.5 1.0
0.1 0.1 -1.0
-0.6 1.2 0.0
0.6 -0.7 -0.8
-0.1 -0.3 1.0
-3.4 5.4 2.3
2.6 -2.2 -1.2
-0.2 -4.0 -1.1
-0.1 1.1 -1.6
-0.7 -0.3 0.3
0.2 0.2 0.4
0.3 -0.3 -0.4
-0.4 -0.1 0.3
-0.1 -0.4 -0.3
-0.1 -1.1 0.6
0.1 0.2 0.2
-0.6 0.6 -0.1
-0.5 -0.5 0.2
-0.2 0.5 0.5
0.6 0.2 -0.3
0.6 0.4 0.7
-0.1 -0.5 -0.2
-0.1 -0.3 0.4
0.3 -0.4 -0.5
0.3 -0.4 0.3
0.4 -0.2 0.3
-0.2 0.0 0.5
0.2 -0.2 -0.6
-0.4 0.2 0.3
-0.1 0.5 -0.3
0.0 0.1 0.0
0.0 0.1 0.1
0.0 0.0 -0.2
0.0 -0.1 0.1
0.2 -0.1 0.0
0.0 0.0 -0.2
0.1 0.0 0.1
0.6 0.5 -0.3
0.2 -0.1 0.1
-0.6 -0.5 0.0
0.2 0.2 0.0
0.1 0.6 0.3
0.1 0.4 -0.5
0.0 0.0 -0.1
0.0 -0.2 0.1
0.1 0.1 0.0
0.2 0.0 0.0
-0.4 0.1 0.1
0.0 0.0 -0.2
-0.1 0.1 0.1
0.0 -0.1 -0.1
-0.1 0.1 -0.1
0.1 -0.1 0.0
-0.7 -0.3 0.5
0.0 0.1 0.1
0.1 0.1 0.0
-0.1 0.1 0.1
0.2 -0.1 -0.2
-0.1 0.0 -0.1
0.1 -0.2 0.1
0.1 0.0 0.0
0.3 0.1 -0.1
0.0 -0.2 0.0
-0.2 0.1 -0.1
-0.1 0.1 0.1
0.0 -0.1 0.0
0.4 -0.2 -0.1
0.0 -0.1 0.0
0.0 0.0 -0.2
-0.1 0.1 0.1
-0.1 0.0 0.0
0.1 0.0 0.1
0.0 0.2 0.0
-0.3 -0.1 0.1
0.1 -0.1 -0.1

***

(5)
A structure of composition C3H7NO2, computed with ωB97M-V with the def2-TZVPD basis set.

Output
- Molecular weight: 89.094 g mol⁻¹
- Electronic energy: -323.5801 Eh
- LUMO energy: 0.009 hartree
- Maximum force: 0.4 eV/Å
- HOMO-LUMO gap: 9.554 eV
- ΔE to the lowest compared entry with this formula, charge and spin: 527.3 kJ/mol

Cartesian coordinates (Å):
O -1.7431 0.3805 -0.2085
C -1.1480 -0.5610 0.3815
C 0.1420 -1.0896 -0.2768
O 1.3146 -0.2200 -0.2424
C 1.3329 0.9966 0.2542
N 0.3420 1.7026 0.7083
H -0.5532 1.4744 0.1748
H -0.6037 -0.1183 1.6101
H -1.7239 -1.3744 0.8630
H 0.4817 -2.0201 0.1847
H -0.0700 -1.2566 -1.3368
H 2.3636 1.3478 0.3366
H -0.1254 0.7689 1.5036

Cartesian forces, eV/Å:
0.0 0.0 0.0
0.2 0.0 0.0
-0.1 -0.1 0.0
0.0 0.2 0.0
-0.2 0.1 0.1
0.3 -0.1 -0.1
-0.1 -0.1 0.1
-0.1 -0.1 0.0
0.1 0.1 0.0
-0.1 0.1 0.0
0.0 0.0 0.1
-0.1 0.0 0.0
0.0 -0.1 -0.2

***

(6)
A structure of composition C8H25NO8Pd, computed with ωB97M-V with the def2-TZVPD basis set.

Output
- Molecular weight: 369.707 g mol⁻¹
- Electronic energy: -1103.9015 Eh
- LUMO energy (alpha / beta): 0.134 / 0.136 hartree
- Total charge: -2
- Maximum force: 5.1 eV/Å
- HOMO-LUMO gap (alpha / beta): 2.372 / 2.268 eV
- Multiplicity: 3

Cartesian coordinates (Å):
Pd 0.0485 0.5175 1.5297
O -1.8017 -0.6658 1.7576
C -2.6243 -1.4960 2.5753
C -4.0399 -2.0208 2.1289
O -4.8191 -0.9390 1.5084
H -2.7628 -0.9447 3.5054
H -1.9766 -2.2877 2.9517
H -4.5911 -2.4412 2.9701
H -3.8788 -2.8168 1.4020
O -1.2201 1.7903 0.1534
C -1.1600 2.6744 -0.9694
C -2.5328 3.4385 -1.3632
O -3.7712 2.7527 -1.1777
H -0.6858 2.3032 -1.8779
H -0.4603 3.4489 -0.6555
H -2.5225 3.7130 -2.4180
H -2.5853 4.3326 -0.7420
C 2.4633 0.8475 -1.0873
C 1.5413 -0.2896 -1.5260
C 2.1863 -1.2457 -2.5763
O 1.1839 -2.1804 -3.0951
C 1.8069 -2.9941 -4.0320
N 1.1615 -0.9391 -0.1950
H 2.9765 1.2066 -1.9794
H 3.1712 0.6455 -0.2834
H 1.8802 1.6589 -0.6517
H 0.6007 0.0828 -1.9318
H 2.9853 -1.8266 -2.1156
H 2.6199 -0.6847 -3.4041
H 2.0873 -2.3907 -4.8953
H 1.1475 -3.7970 -4.3616
H 2.6396 -3.5335 -3.5805
H 2.0743 -1.2859 0.0633
H 0.6899 -1.7928 -0.4576
O 1.9949 1.6840 1.8870
H 2.5335 2.2532 1.3373
H 2.5157 1.5527 2.6793
O 0.9725 -1.1954 2.5854
H 0.5545 -2.0517 2.4943
H 1.5491 -1.2892 3.3436
O -0.4220 1.8183 3.3074
H -0.9011 1.6646 4.1217
H -0.6287 2.7234 3.0745

Cartesian forces, eV/Å:
-2.7 -0.1 -1.6
-0.8 -1.0 -1.0
1.5 1.5 0.9
-1.0 4.1 -2.8
1.3 -2.9 1.9
-0.7 0.5 0.6
0.2 -1.5 0.0
0.2 -0.3 0.8
0.2 -0.6 -0.4
0.1 0.3 -0.8
0.1 0.0 1.8
-3.2 -2.5 1.3
2.4 1.1 -0.6
-0.1 -1.0 -0.5
0.3 1.0 -0.1
1.0 0.4 -0.7
0.5 0.8 0.3
-0.3 0.6 -0.9
-0.3 -0.5 1.4
-1.5 -0.1 0.7
0.8 1.1 1.0
-0.3 -0.6 -0.2
0.8 -0.1 -2.4
0.3 0.4 0.1
0.2 -0.8 -0.3
-0.4 0.0 -0.4
0.1 0.3 -0.1
0.3 -0.2 0.2
-0.1 0.2 -0.2
0.4 -0.2 -0.2
-0.4 0.3 0.0
0.6 0.2 -0.1
0.3 -0.1 1.0
-0.9 -0.2 0.2
0.8 0.4 0.1
0.1 0.3 -0.4
0.0 -0.1 0.4
1.1 -0.8 0.7
-0.8 -0.2 -0.2
0.2 0.1 0.4
0.5 0.6 0.9
-0.4 -0.4 0.0
-0.3 0.2 -0.6

***

- Number 4 is which compound?
  C18H21Cl36FN2O3S